one:
DFT (ωB97M-V/def2-TZVPD) results for CHOPS in the gas phase.

The geometry in ORCA input format:
```
! RIJCOSX wB97M-V def2-TZVPD def2/J DEFGRID3
* xyz 0 1
C 1.24856 -0.62157 -1.17271
O -1.37811 0.08805 -1.72990
P -0.13186 0.35947 -1.10416
S 2.74142 -0.71838 -1.46210
H 0.04797 0.17372 0.40514
*
```

Highest occupied orbital energy (spin up / spin down), Eh: -0.320 / -0.320
Lowest unoccupied orbital energy (spin up / spin down), eV: -1.549 / -1.550
Orbital gap (spin up / spin down), hartree: 0.263 / 0.263

=====

two:
DFT (ωB97M-V/def2-TZVPD) results for a molecular structure, CHOPS.

The geometry in ORCA input format:
```
! RIJCOSX wB97M-V def2-TZVPD def2/J DEFGRID3
* xyz 0 1
C 1.30176 0.08574 0.01641
O 0.32916 -0.43598 -2.27678
P 1.66235 -0.21104 -1.80825
S 1.63061 1.65315 0.36290
H 0.55770 -0.90887 0.59552
*
```

Highest occupied orbital energy, Eh: -0.332
Lowest unoccupied orbital energy, eV: -1.344
Orbital gap, hartree: 0.283

=====

Most stable to least stable, the ends of the list are two and one.

=====

one:
DFT (ωB97M-V/def2-TZVPD) results for 2 unconnected molecules or ions with the total composition C5H13NO.

The geometry in ORCA input format:
```
! RIJCOSX wB97M-V def2-TZVPD def2/J DEFGRID3
* xyz 0 1
C 0.26236 3.39214 2.23715
C -0.17899 2.62664 1.24240
C 0.40628 1.30330 0.84552
C -0.40548 0.54374 -0.23434
C 0.28751 -0.74227 -0.65795
N 0.94021 -0.69342 -1.96154
H 0.03969 4.44992 2.19713
H 0.98448 2.96179 2.91917
H -0.73091 3.17056 0.47762
H 1.48144 1.36866 0.63196
H 0.39613 0.66723 1.73977
H -0.45057 1.24860 -1.06925
H -1.40800 0.57136 0.19537
H -0.35701 -1.62138 -0.68112
H 1.08883 -0.99301 0.04143
H 0.30052 -0.41948 -2.69575
H 1.73987 -0.07775 -2.00875
O -1.45537 -5.57368 -1.13143
H -0.68131 -6.09607 -0.92503
H -2.25968 -6.08684 -1.16237
*
```

Highest occupied orbital energy, Eh: -0.334
Lowest unoccupied orbital energy, eV: 1.007
Orbital gap, hartree: 0.371

=====

two:
DFT (ωB97M-V/def2-TZVPD) results for 2 unconnected molecules or ions with the total composition C5H13NO.

The geometry in ORCA input format:
```
! RIJCOSX wB97M-V def2-TZVPD def2/J DEFGRID3
* xyz 0 1
C -1.70774 0.98636 1.54347
N -0.53015 1.25939 1.61519
C 0.53226 0.62729 0.86370
C 0.09999 -0.30532 -0.24392
C -0.80176 0.37982 -1.34493
C -0.23975 0.41813 -2.71832
H -2.39521 1.42601 2.23316
H -2.15020 0.17122 1.10630
H 1.14583 1.49246 0.33483
H 1.17174 0.07441 1.57527
H -0.30021 -1.26194 0.23470
H 0.98739 -0.72652 -0.60060
H -1.00734 1.43999 -0.96747
H -1.86314 -0.00810 -1.26228
H -0.11330 1.38223 -3.22403
H 0.74972 -0.18676 -2.77447
H -0.96406 -0.17219 -3.30425
O 2.13136 -2.62068 0.57439
H 1.72404 -1.62270 0.61921
H 2.37698 -2.49606 1.52822
*
```

Highest occupied orbital energy, Eh: -0.342
Lowest unoccupied orbital energy, eV: 0.742
Orbital gap, hartree: 0.370

=====

three:
DFT (ωB97M-V/def2-TZVPD) results for 2 unconnected molecules or ions with the total composition C5H13NO.

The geometry in ORCA input format:
```
! RIJCOSX wB97M-V def2-TZVPD def2/J DEFGRID3
* xyz 0 1
C -1.33716 1.56273 -1.09301
C -0.42813 0.42885 -1.55982
C 0.32410 -0.30146 -0.48506
C -0.12802 -1.73616 -0.22115
C 1.47799 0.13689 0.01892
N 2.12790 -0.34625 1.15458
H -2.17236 1.26853 -0.45525
H -0.76867 2.35532 -0.60874
H -1.80708 1.99567 -1.98388
H -1.06380 -0.31055 -2.05939
H 0.16730 0.79798 -2.40131
H -0.35118 -2.18151 -1.18967
H -1.01456 -1.78122 0.42052
H 0.64467 -2.32185 0.26982
H 1.97265 1.01187 -0.39289
H 1.86614 -1.27700 1.44870
H 3.12255 -0.18549 1.17561
O -1.14063 0.46506 2.87845
H -0.23206 0.24233 3.11844
H -1.25965 0.17627 1.96513
*
```

Highest occupied orbital energy, Eh: -0.295
Lowest unoccupied orbital energy, eV: 0.796
Orbital gap, hartree: 0.324

=====

four:
DFT (ωB97M-V/def2-TZVPD) results for C5H13NO in the gas phase.

The geometry in ORCA input format:
```
! RIJCOSX wB97M-V def2-TZVPD def2/J DEFGRID3
* xyz 0 1
C -2.64339 0.49750 0.21429
N -1.23331 0.56605 0.55464
C -0.30451 0.37562 -0.53952
C -0.17743 1.61821 -1.50420
C 1.06157 0.05197 0.04929
C 1.09715 -1.37009 0.63390
O 2.38160 -1.95673 0.64475
H -2.92532 -0.49980 -0.13033
H -2.92510 1.16269 -0.61560
H -3.24960 0.73214 1.08810
H -1.08454 1.37237 1.14223
H -0.66160 -0.43159 -1.15176
H 0.75147 2.11579 -1.25540
H -0.25690 1.27892 -2.53454
H -0.98602 2.34051 -1.35540
H 1.41359 0.72920 0.81510
H 1.78562 0.08083 -0.77140
H 0.45425 -2.03883 0.06525
H 0.62719 -1.32528 1.62334
H 2.90486 -1.64536 1.38476
*
```

Highest occupied orbital energy, Eh: -0.313
Lowest unoccupied orbital energy, eV: 1.002
Orbital gap, hartree: 0.350

=====

Most stable to least stable, the ends of the list are three and two.

=====

one:
DFT (ωB97M-V/def2-TZVPD) results for 2 unconnected molecules or ions with the total composition C5H8IN.

The geometry in ORCA input format:
```
! RIJCOSX wB97M-V def2-TZVPD def2/J DEFGRID3
* xyz 0 1
C -2.70612 -0.32023 -0.95782
C -0.58303 0.92375 -0.67886
C 1.49388 -0.95129 0.09097
C 0.01283 1.96461 0.20386
C 1.67275 -1.94530 0.97794
N -1.67429 0.40519 -0.77606
I 3.26896 -0.19589 -0.80576
H -3.33412 -0.36420 -1.80641
H 0.66648 -0.62896 -0.41852
H 0.01053 1.56072 1.20053
H -0.47695 2.96832 0.32929
H 1.13759 2.12043 0.00735
H 0.67185 -2.17880 1.49954
H -2.73326 -1.15989 -0.29920
H 2.57290 -2.19847 1.43315
*
```

Highest occupied orbital energy, Eh: -0.285
Lowest unoccupied orbital energy, eV: 0.712
Orbital gap, hartree: 0.311

=====

two:
DFT (ωB97M-V/def2-TZVPD) results for C5H8IN in the gas phase.

The geometry in ORCA input format:
```
! RIJCOSX wB97M-V def2-TZVPD def2/J DEFGRID3
* xyz 0 1
C -0.37486 -1.03956 0.29933
C 0.12286 0.33069 0.21717
C -1.52774 -1.25324 -0.74504
C -1.77036 -1.46231 0.72822
C 1.49614 2.21579 -0.15698
N 1.15080 0.93114 0.24226
I 3.45565 -0.15227 0.23238
H 0.39034 -1.89184 0.27445
H -1.68138 -0.29854 -1.20462
H -1.49049 -2.02638 -1.42419
H -1.98754 -2.44787 1.09687
H -2.23727 -0.67776 1.22103
H 0.58180 2.80759 -0.11560
H 2.17255 2.69405 0.51927
H 1.69950 2.27051 -1.18456
*
```

Highest occupied orbital energy (spin up / spin down), Eh: -0.291 / -0.297
Lowest unoccupied orbital energy (spin up / spin down), eV: -0.943 / -0.755
Orbital gap (spin up / spin down), hartree: 0.256 / 0.269

=====

Most stable to least stable, the ends of the list are two and one.